Computed, not measured: 19 unconnected molecules or ions with the total composition C32H86BN3O23 in a non-equilibrium geometry, with wB97M-V/def2-TZVPD.

Last column: Mulliken charge in e.
Element x y z (Å)
N  1.161  -5.232  -0.946  -0.4684
C  1.523  -4.010  -1.173  0.4897
O  2.081  -2.673  -1.431  -0.2630
C  1.163  -1.602  -0.938  0.2728
C  1.823  -0.302  -0.214  -0.3510
N  1.088  0.877  0.359  -0.6047
C  -0.384  0.671  0.145  0.6293
C  -1.396  1.853  0.751  -0.4488
C  -3.055  1.766  0.629  0.3046
B  -3.933  2.979  1.308  0.6865
O  -4.073  3.072  2.776  -0.6198
O  -4.536  3.995  0.398  -0.5325
C  -3.776  0.486  -0.112  0.5704
C  -5.392  0.256  -0.267  -1.0219
C  -6.189  1.442  -1.072  0.3246
C  -7.703  0.974  -1.608  -0.5937
C  -8.907  1.886  -0.891  -0.1885
O  -10.177  1.122  -0.885  -0.2897
C  -10.528  0.661  0.468  0.2276
O  -10.981  -0.604  0.634  -0.4940
C  -2.753  -0.676  -0.717  -0.8490
C  -1.094  -0.596  -0.586  0.0750
N  -0.317  -1.751  -1.151  0.0535
H  3.010  -0.304  -0.088  0.3040
H  -0.962  2.818  1.305  0.2567
H  -3.421  2.413  3.167  0.3565
H  -5.031  4.670  0.969  0.2533
H  -5.873  0.012  0.786  0.1470
H  -5.524  -0.734  -0.922  0.3536
H  -6.411  2.296  -0.269  0.0818
H  -5.563  1.963  -1.922  0.0554
H  -7.829  1.094  -2.770  0.2649
H  -7.924  -0.142  -1.262  0.3007
H  -8.611  2.046  0.246  0.2966
H  -9.062  2.927  -1.418  0.0380
H  -10.502  1.333  1.449  0.3158
H  -3.223  -1.640  -1.241  0.1120
C  1.117  4.464  -1.220  -0.5787
O  1.511  3.168  -1.632  -0.5725
H  1.643  5.205  -1.826  0.2405
H  0.040  4.581  -1.359  0.1885
H  1.377  4.607  -0.168  0.3301
H  1.028  2.533  -1.076  0.3329
C  4.766  -6.396  -0.146  -0.4393
O  5.134  -5.249  -0.891  -0.4695
H  5.588  -7.115  -0.171  0.0661
H  4.567  -6.110  0.890  0.2737
H  3.875  -6.849  -0.588  0.3256
H  4.385  -4.630  -0.850  0.2218
C  -0.669  -1.812  -4.795  -0.4254
O  -2.060  -1.549  -4.773  -0.4884
H  -0.460  -2.675  -4.158  0.1038
H  -0.354  -2.032  -5.818  0.3309
H  -0.127  -0.942  -4.415  0.1962
H  -2.214  -0.779  -5.346  0.2563
C  -0.958  -1.467  2.694  -0.2871
O  -1.986  -0.638  3.204  -0.4354
H  -0.177  -0.838  2.260  0.0905
H  -0.533  -2.063  3.505  0.3532
H  -1.367  -2.122  1.921  0.0860
H  -2.664  -1.223  3.583  0.2953
C  7.656  -6.595  2.852  -0.4038
O  8.447  -6.080  1.797  -0.5429
H  8.313  -7.025  3.612  0.1888
H  7.069  -5.788  3.296  0.2164
H  6.993  -7.372  2.465  0.2243
H  7.838  -5.706  1.139  0.3038
C  -0.619  4.599  -5.214  -0.4163
O  0.097  3.484  -4.714  -0.4467
H  -1.256  4.271  -6.039  0.2149
H  -1.243  5.018  -4.420  0.0811
H  0.084  5.352  -5.576  0.3259
H  0.652  3.805  -3.984  0.2480
C  -2.458  -4.608  -2.027  -0.3500
O  -3.486  -3.779  -1.517  -0.4587
H  -1.677  -3.979  -2.461  -0.0930
H  -2.033  -5.205  -1.216  0.3075
H  -2.867  -5.263  -2.800  0.3330
H  -4.164  -4.365  -1.138  0.2540
C  2.985  8.099  -0.639  -0.4333
O  1.634  7.873  -0.998  -0.4781
H  3.615  7.364  -1.145  0.2469
H  3.282  9.104  -0.948  0.2722
H  3.099  7.990  0.442  0.1329
H  1.100  8.540  -0.534  0.2729
C  2.889  8.688  3.714  -0.4358
O  3.867  8.970  2.730  -0.5094
H  1.988  8.313  3.223  0.2792
H  3.270  7.929  4.401  0.2653
H  2.648  9.603  4.262  0.1189
H  4.654  9.301  3.195  0.2728
C  7.785  -5.366  6.286  -0.2565
O  6.434  -5.591  5.927  -0.5122
H  8.415  -6.101  5.779  0.1463
H  8.082  -4.360  5.977  0.2687
H  7.899  -5.474  7.367  0.0679
H  5.900  -4.925  6.391  0.2961
C  -9.019  6.002  -3.028  -0.6531
O  -8.303  4.888  -2.528  -0.4202
H  -9.656  5.675  -3.853  0.2361
H  -9.643  6.421  -2.234  0.2861
H  -8.316  6.756  -3.390  0.2686
H  -7.748  5.209  -1.797  0.2479
C  7.131  -10.034  -1.483  -0.4957
O  5.740  -9.771  -1.462  -0.5029
H  7.340  -10.897  -0.847  0.2412
H  7.446  -10.254  -2.507  0.2514
H  7.673  -9.164  -1.104  0.2072
H  5.586  -9.001  -2.035  0.2988
C  -3.145  -0.113  -8.385  -0.5784
O  -1.947  0.363  -7.801  -0.4807
H  -3.974  0.072  -7.698  0.2204
H  -3.328  0.414  -9.325  0.3040
H  -3.060  -1.187  -8.568  0.2701
H  -1.230  0.185  -8.433  0.2841
C  -3.615  4.218  -2.968  -0.4377
O  -4.966  3.992  -3.327  -0.4965
H  -2.985  3.483  -3.474  0.1842
H  -3.318  5.223  -3.277  0.3592
H  -3.501  4.109  -1.887  0.1288
H  -5.500  4.659  -2.863  0.2183
C  2.289  10.255  7.120  -0.5423
O  3.267  10.537  6.136  -0.4811
H  1.388  9.880  6.629  0.2303
H  2.670  9.496  7.807  0.2577
H  2.048  11.170  7.668  0.2766
H  4.054  10.868  6.601  0.2792
C  8.289  -6.219  10.633  -0.5207
O  9.267  -5.937  9.649  -0.5020
H  7.388  -6.594  10.142  0.2107
H  8.670  -6.978  11.320  0.2608
H  8.048  -5.304  11.181  0.2624
H  10.054  -5.606  10.114  0.2927
C  6.281  -5.447  -4.335  -0.3855
O  6.997  -6.561  -3.836  -0.4834
H  5.644  -5.774  -5.161  0.2314
H  5.657  -5.027  -3.542  0.1003
H  6.984  -4.693  -4.697  0.2590
H  7.552  -6.240  -3.105  0.2878
C  -5.212  -2.994  2.130  -0.4766
O  -3.891  -2.519  2.306  -0.3865
H  -5.650  -3.198  3.110  0.2725
H  -5.809  -2.234  1.619  0.1339
H  -5.194  -3.915  1.542  0.2091
H  -3.528  -2.346  1.421  0.2308

Output
- strongest force on any atom (hartree/bohr) = 0.2215
- Kohn-Sham gap (eV) = 6.8
- multiplicity = 1
- LUMO (eV) = -1.785
- net charge = 0
- highest occupied orbital energy (eV) = -8.62